DFT (the ωB97M-V functional and the def2-TZVPD basis) results for C37H50BN8O4S5V as an isolated structure.

Results
charge: -1
LUMO (spin up / spin down): 2.14 / 2.14 eV
spin multiplicity: 4

The geometry in XYZ format:
```
106
Properties=species:S:1:pos:R:3:forces:R:3
V 0.188 -0.519 -0.824 -0.29 -0.15 -0.39
S 2.607 -0.643 0.132 -0.59 0.00 0.04
S 0.049 -2.180 -2.597 -0.04 -0.02 0.28
S 0.788 0.419 4.460 0.05 0.08 0.06
S -0.451 1.511 0.621 0.10 0.02 -0.05
S -2.132 -1.322 -0.266 -0.05 0.02 -0.14
O 1.227 -1.286 0.566 0.36 0.07 0.10
O 3.598 -1.681 0.030 0.12 -0.10 0.00
O 2.919 0.443 1.020 0.20 -0.03 0.06
O 2.134 -0.131 -1.224 0.14 0.21 0.15
N 0.441 -1.924 3.220 0.05 -0.06 0.09
N -1.836 2.333 -3.365 0.02 0.04 0.02
N -1.656 -2.793 1.968 -0.06 0.05 0.16
N -2.050 -0.774 3.491 0.05 0.04 0.11
N -1.418 -0.272 2.346 -0.06 0.02 -0.05
N 0.845 -3.173 2.872 0.04 0.13 -0.25
N -1.926 -3.822 2.798 0.09 0.08 -0.04
N -0.528 0.946 -2.291 0.12 0.00 0.28
C -2.574 -3.969 0.116 0.05 0.23 0.05
C -3.379 -5.446 4.611 -0.01 0.06 0.04
C -1.837 3.400 2.677 0.02 0.06 0.01
C -3.824 -7.007 2.728 -0.03 -0.01 0.03
C -1.515 -6.775 3.632 0.05 -0.05 -0.05
C -1.877 1.928 2.935 -0.10 0.01 0.09
C 2.462 -4.882 2.435 0.01 0.03 0.00
C 1.546 -5.368 1.310 -0.07 -0.08 0.07
C 3.711 -0.196 3.910 0.01 -0.01 0.01
C -2.771 -5.018 0.948 0.09 -0.13 0.10
C 1.691 -2.523 -3.162 0.03 0.09 -0.15
C -2.495 -4.894 2.329 -0.03 -0.05 -0.05
C 2.590 -3.217 -2.358 0.00 0.00 -0.01
C 2.102 -2.147 -4.441 -0.04 0.01 -0.03
C -2.402 0.098 4.479 0.02 0.01 -0.09
C 0.209 2.051 -2.634 0.02 -0.06 -0.06
C -2.808 -6.021 3.315 -0.01 0.03 -0.03
C -0.592 2.924 -3.303 -0.05 -0.01 -0.02
C -3.042 2.919 -3.913 0.05 -0.02 -0.02
C -2.067 -2.742 0.683 0.03 -0.24 0.02
C -3.630 0.495 6.635 0.04 0.06 0.02
C -2.838 -0.509 5.797 0.01 0.01 0.00
C 2.263 -5.737 3.693 0.09 0.03 0.06
C 2.108 -3.438 2.795 -0.09 -0.03 -0.08
C -2.387 1.428 4.169 -0.07 0.03 -0.08
C -2.875 -4.057 -1.344 -0.06 -0.01 0.03
C -3.714 -1.734 5.526 -0.09 -0.02 0.00
C 3.861 -3.528 -2.815 0.02 0.00 0.01
C 1.303 -0.974 3.719 0.01 -0.09 -0.12
C 4.259 -3.159 -4.092 0.00 0.02 -0.01
C 2.714 -1.244 3.543 0.00 0.04 0.07
C 3.089 -2.443 3.054 0.06 -0.07 0.10
C -1.595 -0.954 6.584 -0.04 -0.06 0.02
C -1.279 1.025 2.046 0.06 0.00 -0.04
C 3.371 -2.464 -4.903 0.01 0.00 0.00
C -1.745 1.147 -2.732 0.01 -0.03 -0.09
C 3.917 -5.014 1.983 0.02 0.02 -0.15
B -0.972 -1.609 2.759 -0.13 -0.18 -0.07
H -0.403 3.890 -3.738 0.00 -0.02 0.01
H -2.573 0.464 -2.621 0.02 0.02 0.03
H 0.497 -5.271 1.594 0.01 -0.01 0.00
H -0.832 3.805 2.842 -0.01 -0.03 -0.01
H -2.097 3.633 1.643 -0.01 -0.03 0.00
H -2.528 3.923 3.341 0.02 -0.01 0.00
H -0.774 -6.093 4.039 0.05 0.06 0.04
H -3.715 -3.409 -1.596 0.00 0.01 -0.01
H -2.764 3.740 -4.569 -0.01 0.01 -0.01
H -1.899 -1.318 7.571 0.00 -0.02 -0.03
H 3.431 0.757 3.464 0.02 -0.06 -0.01
H -2.020 -3.706 -1.924 0.00 -0.03 -0.01
H 1.281 -5.557 4.123 -0.10 -0.04 0.00
H 2.294 -3.475 -1.352 0.00 -0.04 0.04
H 4.617 -4.686 2.753 -0.01 -0.05 0.00
H 1.703 -4.780 0.407 -0.02 0.06 -0.04
H -3.685 3.299 -3.120 -0.01 0.01 0.00
H -2.652 -4.808 5.107 0.03 0.06 0.01
H -3.994 -2.208 6.471 0.01 0.01 -0.03
H -4.277 -4.853 4.423 0.01 -0.01 0.00
H -0.889 -0.133 6.703 -0.04 -0.01 0.03
H 4.131 -6.064 1.769 -0.01 0.00 0.00
H -4.627 -1.461 4.989 0.02 0.02 0.02
H -3.119 -5.086 -1.611 0.01 0.02 -0.01
H 4.108 -4.437 1.075 -0.02 0.06 0.05
H 3.671 -2.158 -5.899 0.00 0.00 0.00
H 1.415 -1.594 -5.070 -0.01 0.00 0.00
H -1.094 -7.239 2.736 0.00 0.02 0.01
H -3.175 -2.458 4.919 0.01 -0.09 -0.03
H -1.072 -1.758 6.062 0.01 0.03 -0.01
H -4.086 -7.738 3.495 0.00 0.00 -0.02
H -4.743 -6.506 2.413 0.02 0.01 0.01
H 2.365 -6.800 3.459 0.00 0.02 0.00
H 1.252 2.121 -2.373 -0.01 0.00 0.01
H -1.708 -7.560 4.368 -0.01 0.00 -0.03
H -2.739 2.142 4.902 0.00 -0.01 -0.03
H -3.007 1.330 6.962 0.00 -0.02 -0.02
H 4.701 -0.489 3.559 -0.02 0.02 0.00
H 1.754 -6.418 1.082 0.02 0.02 0.01
H -3.138 -5.954 0.549 -0.04 0.03 -0.01
H 4.553 -4.040 -2.156 -0.02 0.01 0.00
H 3.730 -0.064 4.994 -0.01 0.03 0.00
H -3.422 -7.560 1.878 0.00 0.01 0.02
H 3.007 -5.480 4.452 -0.01 -0.01 -0.01
H -3.584 2.179 -4.498 -0.02 -0.01 0.02
H -4.009 -0.003 7.531 0.01 0.00 -0.01
H 4.134 -2.640 2.864 -0.02 0.00 -0.01
H -3.639 -6.264 5.288 0.00 0.02 0.00
H 5.255 -3.395 -4.446 -0.01 0.00 0.00
H -4.479 0.896 6.078 0.00 -0.03 0.01
```
Positions in Å, forces in eV/Å.

DFT (the ωB97M-V functional and the def2-TZVPD basis) results for C37H50ClN4O3P2S5Ti as an isolated structure.

Results
charge: -1
LUMO: 2.06 eV
spin multiplicity: 1

The geometry in XYZ format:
```
103
Properties=species:S:1:pos:R:3:forces:R:3
Ti -0.670 1.240 -0.355 -0.93 -0.13 -1.00
Cl -4.410 2.984 3.251 0.10 -0.04 -0.09
S -2.022 3.078 -1.397 0.14 -0.15 -0.03
S -5.323 0.408 -2.238 -0.02 -0.02 -0.05
S 3.373 2.716 -2.288 -0.19 -0.07 0.04
S -4.555 3.138 -2.995 -0.05 -0.01 -0.07
S -2.855 -0.034 -0.573 -0.01 -0.01 0.06
P -1.129 -1.868 1.868 0.07 0.22 -0.11
P -0.295 -0.141 -2.725 0.32 -0.14 0.33
O -1.537 2.143 3.444 0.02 0.05 0.23
O -1.322 1.488 1.338 0.08 0.32 1.25
O -6.792 1.973 -3.774 0.07 -0.02 -0.01
N 0.809 3.295 2.185 -0.23 -0.23 0.02
N 0.604 -0.239 0.081 0.25 0.08 -0.04
N 0.795 2.049 -1.455 0.63 0.35 -0.20
N 0.499 3.484 0.889 -0.02 0.21 0.00
C 0.362 -0.954 2.428 -0.09 -0.34 0.24
C -1.428 -4.206 0.417 -0.02 -0.02 0.01
C -3.782 0.996 -1.639 0.07 -0.05 0.12
C 0.863 5.282 -0.779 0.03 -0.01 0.06
C 2.679 -1.508 -0.352 0.11 0.00 -0.01
C 1.965 -0.156 4.094 -0.07 -0.05 -0.07
C 1.881 2.330 -1.795 0.25 0.07 -0.19
C 1.542 -0.820 -0.803 -0.28 0.09 0.35
C 2.431 -0.115 5.527 -0.01 -0.01 -0.02
C 0.866 -3.964 1.467 0.00 -0.07 0.04
C 1.885 4.325 4.159 -0.02 0.02 -0.04
C 1.349 -0.714 -2.182 0.00 -0.01 -0.27
C 3.540 -1.699 -2.604 0.01 -0.01 0.01
C 0.001 0.686 -4.359 -0.08 0.05 -0.06
C -1.225 -3.817 4.104 -0.06 0.07 0.05
C -1.887 -2.646 3.371 -0.03 -0.10 0.07
C 1.003 4.676 0.581 -0.01 -0.05 0.00
C -5.770 1.863 -3.144 -0.13 0.05 0.04
C 1.479 4.322 2.723 0.05 0.07 0.05
C 4.635 -2.090 -3.562 -0.01 0.00 0.02
C 2.155 0.522 1.792 0.15 0.28 0.10
C -0.342 -3.236 0.885 0.00 -0.04 -0.04
C 2.624 0.553 3.097 -0.07 0.02 -0.03
C -2.001 2.019 2.338 0.23 -0.46 -0.39
C 2.368 -1.109 -3.046 -0.04 0.01 -0.02
C 1.637 5.243 1.709 0.00 -0.01 -0.05
C 3.650 -1.935 -1.236 0.00 0.00 0.01
C 1.033 -0.219 1.455 0.02 -0.05 -0.38
C -1.090 1.728 -4.624 0.00 0.00 -0.01
C -2.484 -1.629 -3.689 0.01 0.00 0.00
C -2.328 -1.537 4.339 -0.06 -0.01 0.07
C -3.390 2.403 1.910 -0.23 0.08 0.02
C -1.137 -1.781 -2.979 -0.15 0.03 -0.04
C 0.844 -0.903 3.733 0.05 0.04 0.10
C 0.155 -0.207 -5.595 0.01 0.07 -0.03
C -3.448 2.252 -1.966 0.09 0.08 0.06
C -0.332 -2.923 -3.598 0.00 -0.02 0.00
H -0.082 5.001 -1.241 0.00 -0.02 0.01
H -0.775 -0.721 -5.834 0.00 0.01 0.00
H 2.394 -1.106 5.982 0.00 0.01 -0.01
H -2.988 -2.598 -3.734 0.00 0.02 0.03
H -2.269 -3.673 -0.032 0.01 0.01 0.01
H 2.653 1.095 1.016 0.01 -0.04 0.01
H 2.132 6.199 1.768 -0.01 -0.02 0.00
H 0.004 -2.682 0.005 -0.03 -0.08 0.01
H 1.015 4.228 4.811 0.00 0.00 -0.01
H -3.140 -0.938 -3.169 0.03 0.02 -0.01
H 3.455 0.252 5.596 0.00 0.00 0.00
H -1.831 -4.093 4.973 0.00 0.01 -0.01
H -1.549 -1.306 5.066 -0.08 0.01 -0.02
H -0.225 -3.579 4.465 0.06 0.05 0.00
H -0.177 -2.783 -4.669 0.02 0.02 0.02
H 0.640 -3.065 -3.126 -0.02 0.02 0.02
H 3.499 1.147 3.337 -0.01 -0.02 0.00
H 0.935 -0.960 -5.514 0.00 -0.01 0.03
H -2.807 -3.040 2.924 -0.03 -0.02 -0.01
H -1.028 -4.898 -0.329 0.01 0.00 0.01
H 4.528 -2.442 -0.846 -0.01 0.01 -0.01
H 4.388 -1.791 -4.581 -0.01 0.00 0.01
H -3.213 -1.854 4.897 0.02 0.00 0.02
H -1.347 -2.044 -1.935 -0.04 -0.02 0.00
H 2.561 3.496 4.382 0.00 0.00 -0.02
H 1.800 0.543 6.130 -0.01 0.00 -0.03
H -2.574 -0.602 3.827 0.01 -0.09 -0.01
H -2.367 -1.276 -4.714 0.01 -0.03 0.00
H 0.337 -1.459 4.507 0.04 -0.05 0.02
H 2.395 5.256 4.401 0.00 0.00 0.00
H -1.144 -4.701 3.471 -0.03 0.05 0.00
H 0.904 6.369 -0.702 -0.01 -0.01 0.00
H 1.323 -4.596 0.699 0.00 0.01 0.00
H 0.399 0.431 -6.449 0.00 -0.02 0.01
H 2.246 -0.951 -4.108 0.01 0.00 -0.02
H 1.670 4.962 -1.438 0.04 -0.01 -0.01
H 0.595 -4.608 2.306 0.01 0.03 -0.06
H 5.580 -1.612 -3.297 -0.01 0.01 0.01
H 0.379 2.520 2.679 0.08 0.03 -0.02
H -0.871 2.258 -5.556 -0.01 -0.01 0.01
H 0.944 1.216 -4.190 0.02 0.01 0.00
H 1.628 -3.266 1.814 -0.03 -0.01 0.02
H 4.802 -3.170 -3.561 0.00 0.01 0.01
H -0.902 -3.849 -3.472 0.01 0.01 -0.02
H 2.822 -1.679 0.705 0.01 0.03 -0.04
H -3.316 3.182 1.152 0.01 0.00 -0.02
H -1.156 2.457 -3.817 0.02 -0.03 0.00
H -3.857 1.533 1.452 -0.03 0.00 -0.01
H -1.814 -4.806 1.247 0.01 0.02 -0.02
H -2.072 1.258 -4.730 0.01 0.00 0.00
```
Positions in Å, forces in eV/Å.

What energy relative to the best compared isomer or geometry (same formula, charge and spin) values result from the calculations? In sequence: 39.42, 1.59 kJ/mol.